# 1
Computed, not measured: a 8-piece molecular cluster, C16H16BCl28F9NOS overall in a non-equilibrium geometry, with ωB97M-V/def2-TZVPD.

Calculated values
- E: -406975.49653 eV

The geometry in ORCA input format:
```
! wB97M-V def2-TZVPD RIJCOSX def2/J DEFGRID3
* xyz -1 1
C 1.2127 3.7835 -3.0785
C 0.2395 5.0632 -2.7582
O 0.7648 6.2987 -2.9703
N -1.1785 5.0142 -2.2337
C -2.2152 4.9992 -3.3375
B -1.3948 3.9150 -1.2099
C -1.0052 4.5155 0.2840
C -0.5503 3.3220 1.3129
C -1.7254 2.2297 1.6556
C -1.0115 0.7501 1.7029
C -1.6894 -0.3341 0.6236
F -1.7908 0.2164 -0.7579
F -3.1250 -0.4435 1.0912
C -1.0804 -1.8422 0.7333
F -0.8683 -2.1885 2.1860
F -2.1687 -2.7767 0.2593
S 0.4291 -2.2215 -0.2809
F -0.3807 -2.1391 -1.7867
F 0.0715 -3.9251 -0.1200
F 1.3149 -2.3896 1.2182
F 0.9871 -0.6076 -0.3363
F 1.8498 -2.6778 -1.1378
H 1.7068 3.4612 -2.0412
H 0.6669 2.8327 -3.4877
H 2.1106 4.0614 -3.7873
H -1.8465 5.5513 -4.3021
H -3.1717 5.5703 -2.9130
H -2.5591 3.9233 -3.6578
H -2.5699 3.6971 -1.1783
H -0.8821 2.8868 -1.4669
H -1.9444 5.0984 0.6920
H -0.1057 5.2939 0.1966
H -0.1973 3.8067 2.3451
H 0.4162 2.8264 0.8559
H -2.6763 2.2909 0.9764
H -2.0967 2.4662 2.7617
H 0.1545 0.8013 1.6291
H -1.2534 0.2862 2.7747
C 3.4108 -1.0517 4.2596
Cl 4.4601 -2.3723 3.6858
Cl 1.7510 -1.3114 3.6662
Cl 3.4077 -1.0270 6.0412
Cl 4.0245 0.5041 3.6452
C -1.3697 -1.0045 6.3149
Cl -1.9181 -2.1553 7.5596
Cl -2.3977 0.4501 6.3567
Cl 0.3220 -0.5456 6.6344
Cl -1.4849 -1.7673 4.7088
C -6.3163 -0.3153 3.0402
Cl -6.8508 -1.9106 3.6263
Cl -7.6190 0.8751 3.2867
Cl -4.8674 0.1944 3.9432
Cl -5.9280 -0.4198 1.3044
C 2.6462 -2.1836 -4.8900
Cl 1.7977 -3.7455 -5.0121
Cl 4.4058 -2.4628 -4.8780
Cl 2.2161 -1.1634 -6.2861
Cl 2.1649 -1.3625 -3.3838
C 7.6504 0.1040 6.0178
Cl 6.4200 -1.0137 5.3766
Cl 7.8265 -0.1497 7.7725
Cl 9.2100 -0.2048 5.2135
Cl 7.1452 1.7844 5.7085
C -0.1483 -7.4723 -2.0028
Cl -0.1602 -5.8516 -1.2629
Cl -1.8188 -8.0782 -2.1329
Cl 0.5776 -7.3781 -3.6273
Cl 0.8084 -8.5813 -0.9883
C -0.3606 -2.7599 -8.8309
Cl -0.6474 -2.7931 -7.0727
Cl 0.7654 -4.0677 -9.2739
Cl -1.9051 -2.9898 -9.6889
Cl 0.3446 -1.1888 -9.2880
*
```


# 2
Computed, not measured: C16H16BN6O6RbS as an isolated structure in a non-equilibrium geometry, with ωB97M-V/def2-TZVPD.

Calculated values
- E: -50247.27692 eV
- Energy above the lowest of the compared OMol25 structures with the same formula, charge and spin: 1.2 kcal per mole

The geometry in ORCA input format:
```
! wB97M-V def2-TZVPD RIJCOSX def2/J DEFGRID3
* xyz -2 1
Rb -0.1791 0.1186 -0.2860
C -1.8745 -3.1105 3.4792
C -1.5100 -2.7007 2.1866
N -0.7931 -1.5891 2.2211
N -0.6749 -1.2543 3.5171
C -1.3144 -2.1480 4.2934
B 0.0605 0.0130 3.9991
N 1.5317 0.0405 3.5497
C 2.6021 -0.0064 4.3655
C 3.7424 0.0371 3.5928
C 3.2468 0.1130 2.2815
N 1.9241 0.1137 2.2643
N -0.6963 1.2967 3.6016
C -1.2410 2.1905 4.4477
C -1.8280 3.1931 3.7048
C -1.5790 2.8085 2.3775
N -0.9011 1.6735 2.3257
H -2.4527 -3.9686 3.7766
H -1.7383 -3.1413 1.2282
H -1.3153 -2.0242 5.3636
H 0.0614 -0.0288 5.2121
H 2.4598 -0.0654 5.4317
H 4.7660 0.0207 3.9254
H 3.7853 0.1676 1.3482
H -1.1618 2.0383 5.5113
H -2.3468 4.0642 4.0665
H -1.8499 3.3007 1.4561
O 2.1925 3.2502 -5.8032
C 1.6515 2.6587 -4.8752
C 0.4565 3.1338 -4.1080
O -0.1601 4.1773 -4.3182
C 0.1506 2.0986 -3.1077
C 1.1224 1.0248 -3.2315
O 1.0968 -0.0133 -2.5160
C 2.0557 1.3327 -4.3190
O 2.9867 0.6325 -4.7252
O -0.8011 2.1012 -2.2878
C -1.9006 -3.6311 -3.3183
S -1.0018 -2.1828 -2.7315
C -1.5494 -1.0019 -3.9527
O -1.6787 -1.7850 -1.4508
H -2.9675 -3.4046 -3.3515
H -1.7206 -4.4468 -2.6227
H -1.5361 -3.9092 -4.3072
H -0.9623 -1.1313 -4.8613
H -1.3361 -0.0225 -3.5259
H -2.6189 -1.1134 -4.1378
*
```


# 3
Computed, not measured: an isolated molecule of C16H16BrClN4S, with ωB97M-V/def2-TZVPD.

Calculated values
- Structure (SMILES): S=C(Nc1ccc(Br)cc1Cl)N1CCN(c2ccccn2)CC1
- E: -116212.75875 eV

The geometry in ORCA input format:
```
! wB97M-V def2-TZVPD RIJCOSX def2/J DEFGRID3
* xyz 0 1
S 2.0172 -3.6509 0.3390
C 1.7500 -2.0264 0.5105
N 2.7498 -1.2771 1.0952
C 3.1948 0.0002 0.7661
C 3.7786 0.7800 1.7686
C 4.2386 2.0550 1.5163
C 4.1172 2.5737 0.2368
Br 4.7198 4.3371 -0.1274
C 3.5807 1.8167 -0.7896
C 3.1399 0.5299 -0.5299
Cl 2.5977 -0.4326 -1.8612
N 0.5868 -1.4314 0.1928
C 0.1210 -0.1638 0.7192
C -0.4867 0.6847 -0.4045
N -1.5377 -0.0504 -1.0732
C -2.8214 0.0750 -0.5982
C -3.8995 -0.6599 -1.1195
C -5.1652 -0.4123 -0.6353
C -5.3502 0.5527 0.3482
C -4.2307 1.2294 0.7922
N -3.0087 1.0014 0.3456
C -1.0315 -1.2881 -1.6180
C -0.4493 -2.1645 -0.5007
H 3.4064 -1.8466 1.6135
H 3.8605 0.3650 2.7616
H 4.6823 2.6434 2.3035
H 3.5264 2.2098 -1.7924
H 0.9280 0.3742 1.2118
H -0.6682 -0.3651 1.4564
H 0.2780 0.9358 -1.1438
H -0.9146 1.5945 0.0137
H -3.7574 -1.3955 -1.8942
H -6.0081 -0.9658 -1.0240
H -6.3277 0.7679 0.7476
H -4.3005 1.9957 1.5542
H -0.2416 -1.0430 -2.3346
H -1.8107 -1.8368 -2.1417
H -0.0176 -3.0789 -0.9096
H -1.2461 -2.4333 0.2047
*
```


# 4
Computed, not measured: an isolated molecule of C16H16Cl2N2OS in a non-equilibrium geometry, with ωB97M-V/def2-TZVPD.

Calculated values
- Structure (SMILES): CN1CCN(C(=S)c2ccc(-c3cccc(Cl)c3Cl)o2)CC1
- E: -57745.90257 eV
- Energy above the lowest of the compared OMol25 structures with the same formula, charge and spin: 325.9 kcal per mole

The geometry in ORCA input format:
```
! wB97M-V def2-TZVPD RIJCOSX def2/J DEFGRID3
* xyz 0 1
C 5.6468 -3.7390 -1.0640
N 4.1611 -3.6692 -1.1157
C 3.4293 -2.9458 -0.1519
C 3.6951 -1.3437 -0.2045
N 3.0779 -1.2590 -1.5521
C 1.8502 -0.8663 -1.6871
S 1.0140 -0.7130 -3.3099
C 1.2215 0.1504 -0.8248
C 1.6611 1.0446 0.1913
C 0.5000 1.5126 0.6136
C -0.4872 0.9941 0.1276
C -1.8695 1.2362 0.6387
C -2.9289 0.6611 -0.5625
C -4.1576 0.9219 -0.4006
C -4.7389 1.2214 0.8123
C -3.8861 1.7589 1.9657
Cl -4.6429 2.3232 3.2156
C -2.5134 1.5671 1.7276
Cl -1.6645 2.2326 2.9296
O -0.2246 -0.1088 -0.6836
C 3.8060 -1.8301 -2.5326
C 3.6276 -3.3388 -2.6067
H 5.9948 -2.7108 -1.3777
H 6.1712 -4.1667 -1.9317
H 5.9221 -4.3141 -0.0811
H 2.5361 -3.3407 -0.0711
H 4.1117 -3.2915 0.8707
H 4.5361 -1.1114 -0.2881
H 3.0606 -1.0335 0.5606
H 2.6201 1.3324 0.2808
H 0.6040 2.5390 1.3278
H -2.5023 0.2089 -1.4879
H -4.8863 0.2844 -1.2522
H -5.7567 1.5288 0.8527
H 4.7013 -1.4275 -2.8158
H 3.3156 -1.5085 -3.6671
H 2.7323 -3.8660 -2.4829
H 4.2621 -3.9048 -3.1949
*
```


# 5
Computed, not measured: C16H16Cl48 as an isolated structure in a non-equilibrium geometry, with ωB97M-V/def2-TZVPD.

Calculated values
- E: -617926.03403 eV
- Energy above the lowest of the compared OMol25 structures with the same formula, charge and spin: 11.7 kcal per mole

The geometry in ORCA input format:
```
! wB97M-V def2-TZVPD RIJCOSX def2/J DEFGRID3
* xyz 0 1
C 30.2558 18.4632 -5.3552
Cl 30.3142 19.9704 -4.4010
Cl 31.8728 17.5806 -5.4530
Cl 29.5655 18.7550 -6.9910
H 29.5884 17.7643 -4.8511
C 25.6718 21.7733 -3.7238
Cl 24.3537 20.6643 -3.6562
Cl 25.2303 23.3309 -4.3009
Cl 27.0330 21.0043 -4.4709
H 26.0430 21.8496 -2.7019
C 28.5088 24.1609 -8.2014
Cl 27.1455 23.6111 -7.2607
Cl 29.8152 22.9365 -8.2954
Cl 29.0968 25.7802 -7.7125
H 28.0697 24.3615 -9.1786
C 25.7954 18.1094 -7.4494
Cl 24.9074 17.1332 -8.6122
Cl 26.0684 17.0389 -6.1216
Cl 25.0337 19.5914 -6.9526
H 26.7888 18.3549 -7.8251
C 30.9022 23.5563 -3.7287
Cl 31.2584 23.0303 -2.0387
Cl 32.0117 24.7955 -4.2725
Cl 29.2825 24.1900 -3.9976
H 31.0653 22.6609 -4.3285
C 34.7956 28.8025 -6.3595
Cl 33.2479 27.8896 -6.4514
Cl 35.4031 28.6615 -4.6953
Cl 34.4895 30.5060 -6.8015
H 35.6079 28.3758 -6.9479
C 24.9286 19.8127 -11.6015
Cl 25.5769 19.2359 -13.2015
Cl 23.3822 20.6615 -11.6814
Cl 26.0802 20.7632 -10.6743
H 24.7806 18.8711 -11.0728
C 28.9751 22.4281 -13.0838
Cl 28.5468 20.6554 -13.0937
Cl 28.7915 23.2355 -11.4898
Cl 27.9554 23.3628 -14.1639
H 30.0090 22.6174 -13.3727
C 34.6925 23.1640 -7.1831
Cl 33.4310 21.8718 -7.0969
Cl 34.0254 24.6231 -7.9451
Cl 36.0879 22.7046 -8.1388
H 35.1075 23.4363 -6.2126
C 25.3981 28.5420 -4.6306
Cl 26.1335 29.9271 -5.5651
Cl 25.3558 28.7416 -2.8785
Cl 26.2938 27.0292 -5.0864
H 24.3515 28.3463 -4.8639
C 33.3158 21.0637 -11.7606
Cl 32.2366 22.3456 -11.0035
Cl 34.5623 21.7725 -12.7424
Cl 32.4016 19.8843 -12.7788
H 33.8504 20.5452 -10.9647
C 30.0770 30.6583 -4.5821
Cl 29.7877 30.4731 -6.3201
Cl 29.0962 29.4836 -3.6196
Cl 29.8157 32.2986 -3.9509
H 31.1290 30.4091 -4.4432
C 26.2169 27.5019 -9.7376
Cl 27.4348 27.0051 -11.0071
Cl 25.8774 26.1260 -8.6402
Cl 24.7740 28.1642 -10.4474
H 26.6578 28.3184 -9.1656
C 32.2960 26.9673 -10.3465
Cl 33.7104 27.0830 -11.3669
Cl 31.6043 25.3226 -10.5330
Cl 31.1292 28.1852 -10.7443
H 32.5265 27.1434 -9.2957
C 30.0643 18.1042 -10.5808
Cl 28.5118 17.4423 -9.9370
Cl 30.0748 19.8569 -10.3272
Cl 30.1809 17.6865 -12.3169
H 30.8810 17.6797 -9.9968
C 22.2696 24.5074 -11.3665
Cl 23.1517 23.9899 -9.8983
Cl 20.8336 25.5923 -10.9994
Cl 21.6262 23.1974 -12.3760
H 22.9860 25.0988 -11.9366
*
```


Frontier orbital gap in eV, matching the order above: 3.513; 4.421; 8.390; 7.026; 10.810
HOMO level in eV, matching the order above: -4.4; -0.6; -7.9; -7.6; -10.7